1.
# C45H68F7N2O29P2

A 8-piece molecular cluster, C45H68F7N2O29P2 overall in a non-equilibrium geometry (the ωB97M-V functional and the def2-TZVPD basis, OMol25).

```
! RIJCOSX wB97M-V def2-TZVPD def2/J DEFGRID3
* xyz 1 1
C -2.7410 -1.5718 4.5162
C -1.4805 -1.5499 3.6279
P -0.2219 -2.4854 4.5404
C -0.1811 -1.6078 6.1427
N 1.4597 -1.9982 3.9335
C 1.7023 -0.6895 3.1847
C 1.6192 0.5038 4.1473
C 3.0669 -0.8647 2.4330
N 2.7731 -0.7001 1.0008
C 2.3537 0.6554 0.7276
C 1.6572 0.8401 -0.5719
O 2.5749 1.5743 1.5155
C 3.8848 -0.9834 0.0702
C 4.9575 0.0628 -0.0707
O 3.8603 -2.0122 -0.6012
C 3.5483 -2.2774 2.9673
C 4.5861 -3.1542 2.2459
O 5.9034 -2.8857 2.6504
C 6.5636 -1.9264 1.8620
O 7.8882 -1.9593 2.2343
C 8.4768 -0.6798 2.4074
C 8.3417 -0.1591 3.8205
O 7.4369 0.9535 3.8354
P 4.4243 -1.8629 4.5523
O 4.7441 -3.0378 5.3865
C 2.2487 -3.0286 3.2129
C 1.7264 -3.6010 1.8894
C 0.2657 -3.4210 1.4716
C 0.1098 -3.8772 0.0093
C -0.4173 -2.7970 -0.9253
C -1.9286 -2.5247 -0.7533
C -2.1991 -1.0689 -0.4935
O -3.6026 -0.9050 -0.2431
C -4.0440 0.0949 0.5667
C -3.3049 1.3981 0.5899
O -5.0938 -0.0633 1.2153
H -2.6613 -2.2618 5.3468
H -2.9899 -0.5845 4.8750
H -3.5744 -1.9142 3.9202
H -1.7158 -1.9932 2.6736
H -1.1789 -0.5188 3.4397
H -0.9359 -2.0551 6.7709
H 0.7796 -1.8113 6.6064
H -0.3158 -0.5362 6.0608
H 1.9196 -1.8281 4.8270
H 0.8647 -0.5473 2.5165
H 1.6400 0.2040 5.1908
H 2.4379 1.1899 3.9893
H 0.7018 1.0583 3.9982
H 3.7103 -0.0794 2.8263
H 0.6046 1.0042 -0.4091
H 2.0629 1.7353 -1.0304
H 1.8166 0.0187 -1.2600
H 4.6301 0.7840 -0.8119
H 5.1098 0.6023 0.8563
H 5.8572 -0.4339 -0.3961
H 4.5065 -3.1348 1.1645
H 4.3852 -4.1754 2.5517
H 6.1434 -0.9341 2.0556
H 6.4377 -2.1808 0.8062
H 8.0837 0.0489 1.7033
H 9.5262 -0.7899 2.1674
H 7.9913 -0.9585 4.4658
H 9.3165 0.1638 4.1682
H 7.1276 1.0612 4.7331
H 3.5075 -1.0350 5.2448
H 5.4589 -0.9790 4.2220
H 2.5185 -3.8191 3.9078
H 2.3246 -3.2611 1.0560
H 1.8943 -4.6717 1.9552
H 0.0226 -2.3604 1.5074
H -0.4103 -3.9591 2.1237
H -0.5973 -4.6986 -0.0297
H 1.0711 -4.2035 -0.3698
H -0.1867 -3.0516 -1.9515
H 0.1246 -1.8774 -0.7036
H -2.3089 -3.1207 0.0690
H -2.4445 -2.7922 -1.6677
H -1.6112 -0.7403 0.3613
H -1.9188 -0.4776 -1.3622
H -2.2843 1.3561 0.2478
H -3.3074 1.7639 1.6075
H -3.8146 2.1203 -0.0321
C -5.9211 5.7376 1.5335
C -4.8955 5.2152 2.5178
O -4.1145 4.3559 1.6923
C -4.1854 4.8163 0.4164
O -3.4847 4.4377 -0.4629
O -5.1631 5.7273 0.2989
F -5.4255 4.4856 3.5202
H -6.7656 5.0418 1.4409
H -6.2675 6.7417 1.7625
H -4.2503 5.9807 2.9529
C 13.5734 1.8220 4.0433
C 12.0666 1.9305 4.1373
O 11.8054 1.4242 5.4284
C 12.9144 1.6504 6.2019
O 12.9397 1.5755 7.3762
O 13.9619 1.9835 5.4111
F 11.4257 1.1535 3.2207
H 13.8744 0.8345 3.6912
H 14.0280 2.5862 3.4201
H 11.6781 2.9473 4.0640
C -1.1752 2.0124 -4.2219
C 0.1006 2.8249 -4.1579
O 1.0942 1.8146 -4.0514
C 0.6121 0.6882 -4.6488
O 1.2590 -0.2548 -4.9386
O -0.7230 0.8016 -4.8467
F 0.1481 3.6125 -3.0588
H -1.5489 1.7883 -3.2213
H -1.9622 2.4800 -4.8061
H 0.3022 3.4318 -5.0411
C -9.3937 1.1186 0.5956
C -7.9000 0.8573 0.6408
O -7.3871 2.1446 0.9628
C -8.3511 2.8113 1.6489
O -8.1410 3.7956 2.2850
O -9.5310 2.1945 1.5392
F -7.4022 0.4675 -0.5566
H -9.7107 1.4646 -0.3874
H -9.9956 0.2661 0.8939
H -7.5766 0.1489 1.4039
C -1.8915 -2.4259 -6.4246
C -2.3856 -1.1069 -6.9882
O -3.7128 -1.4129 -7.3761
C -4.1536 -2.4302 -6.5816
O -5.2840 -2.7572 -6.4750
O -3.1184 -2.9789 -5.9087
F -1.6919 -0.6751 -8.0700
H -1.4821 -3.1003 -7.1767
H -1.1638 -2.2829 -5.6286
H -2.4066 -0.2991 -6.2577
C -7.9606 4.7176 -1.5930
C -8.7363 5.4644 -2.6580
O -9.8014 4.5702 -2.9344
C -10.0311 3.8320 -1.8199
O -10.9819 3.1595 -1.6261
O -8.9997 3.9664 -0.9467
F -8.0089 5.6589 -3.7816
H -7.2367 4.0335 -2.0372
H -7.4570 5.3687 -0.8889
H -9.1482 6.4212 -2.3342
C -3.5728 -2.7836 -11.4858
C -2.4179 -3.2645 -12.3398
O -1.3046 -3.0457 -11.4867
C -1.7449 -3.1136 -10.2044
O -1.0481 -3.2125 -9.2525
O -3.0905 -3.0585 -10.1646
F -2.2696 -2.5353 -13.4695
H -3.7271 -1.7106 -11.6011
H -4.5040 -3.3095 -11.6726
H -2.4591 -4.3216 -12.6060
*
```

Summary:
HOMO level ... -12.251 eV
LUMO ... -2.79 eV
Frontier orbital gap ... 9.47 eV
E_tot ... -5428.57433 Eh

Atomic partial charges in e from the Mulliken method, atoms 1 to 2:
1. C -1.628
2. C 0.963


2.
# C9H24BrN3O3

A 4-piece molecular cluster, C9H24BrN3O3 overall in a non-equilibrium geometry (the ωB97M-V functional and the def2-TZVPD basis, OMol25).

```
! RIJCOSX wB97M-V def2-TZVPD def2/J DEFGRID3
* xyz 1 2
Br -0.5588 -0.2358 0.0303
C 1.1622 0.5215 3.2858
C 1.7644 -0.8767 3.2601
O 2.8120 -1.1108 3.8164
N 0.8258 -1.9883 2.5822
H 0.4099 -2.5525 3.3093
H 0.1003 -1.4971 2.0797
C 1.4629 -3.0217 1.5656
H 0.1561 0.5232 3.7050
H 1.1035 0.8267 2.2410
H 1.7804 1.1661 3.9106
H 2.1309 -3.6288 2.1766
H 1.9563 -2.3441 0.8687
H 0.7322 -3.7108 1.1421
C 3.0446 -1.8920 -2.1544
C 2.4154 -0.5348 -2.6032
O 3.0618 0.4621 -2.4771
N 0.9670 -0.5305 -3.1034
H 0.6675 -1.4480 -3.4011
H 0.3783 -0.2801 -2.3219
C 0.7403 0.4379 -4.2757
H 3.3544 -2.2771 -3.1258
H 2.4186 -2.5446 -1.5457
H 3.9686 -1.6030 -1.6537
H 1.2781 -0.0707 -5.0758
H 1.1724 1.3982 -3.9944
H -0.3032 0.2869 -4.5520
C -3.0529 1.4348 2.1632
C -3.4569 2.4415 1.1947
O -4.5849 2.9544 1.2255
N -2.4901 2.5421 0.0093
H -2.1310 3.4813 0.1039
H -1.7089 1.9406 0.2282
C -3.0832 2.1044 -1.2909
H -3.7611 1.3658 2.9888
H -2.0483 1.6430 2.5316
H -3.0006 0.4403 1.7201
H -3.5021 1.1125 -1.1211
H -2.2607 2.2829 -1.9835
H -3.9212 2.7809 -1.4592
*
```

Summary:
Energy above the lowest of the compared OMol25 structures with the same formula, charge and spin ... 0.0 kcal per mole
HOMO level (spin up / spin down) ... -5.781 / -10.021 eV
LUMO (spin up / spin down) ... -3.37 / -3.37 eV
Frontier orbital gap (spin up / spin down) ... 2.41 / 6.65 eV
Expectation value of S² ... 0.754
E_tot ... -3320.93558 Eh

Atomic partial charges in e from the natural (NBO) method, atoms 1 to 2:
1. Br -0.902
2. C -0.739


3.
# C5H7N3O

The molecule C5H7N3O in a non-equilibrium geometry (the ωB97M-V functional and the def2-TZVPD basis, OMol25).

```
! RIJCOSX wB97M-V def2-TZVPD def2/J DEFGRID3
* xyz 0 1
C 2.9973 0.1519 0.1513
C 1.7050 -0.4493 -0.1761
O 1.6052 -1.5131 -0.7698
N 0.6038 0.3788 0.0967
C -0.6778 -0.0315 0.0208
N -1.1722 -1.1895 0.4002
C -2.5498 -1.1737 0.2374
C -2.9131 0.0110 -0.3690
N -1.7183 0.8060 -0.4147
H 3.0802 0.5619 1.2082
H 3.6847 -0.4864 0.2601
H 3.2986 0.8299 -0.4905
H 0.5407 1.4275 0.6245
H -3.2104 -1.7127 0.4160
H -3.7867 0.4376 -0.4758
H -1.4871 1.9517 -0.7195
*
```

Summary:
SMILES ... CC(=O)Nc1ncc[nH]1
Energy above the lowest of the compared OMol25 structures with the same formula, charge and spin ... 89.9 kcal per mole
HOMO level ... -8.350 eV
LUMO ... 0.26 eV
Frontier orbital gap ... 8.61 eV
E_tot ... -434.10102 Eh

Atomic partial charges in e from the natural (NBO) method, atoms 1 to 2:
1. C -0.685
2. C 0.690


4.
# C19H32BrIN3O2PZr

C19H32BrIN3O2PZr as an isolated structure in a non-equilibrium geometry (the ωB97M-V functional and the def2-TZVPD basis, OMol25).

```
! RIJCOSX wB97M-V def2-TZVPD def2/J DEFGRID3
* xyz 2 1
Zr 0.4022 0.8377 -1.0400
I 6.4484 0.2344 -2.0454
C 4.9067 1.0300 -0.9346
C 4.4507 2.3383 -1.3477
N 3.1332 2.4720 -1.0679
N 2.6349 1.2983 -0.5613
C 3.7049 0.4045 -0.5503
H 4.9562 3.2455 -1.6078
H 2.6131 3.3472 -1.2460
H 3.6246 -0.6482 -0.1891
C -0.7592 -2.6793 2.6703
C -0.1174 -2.1553 1.3268
C -0.6095 -3.0315 0.0880
P -0.3782 -0.3429 1.1393
C 1.1425 0.3993 2.0834
C 0.9309 1.9591 2.0798
C 1.4761 -0.1748 3.4487
C -1.9372 0.3582 1.8887
C -2.2602 0.6114 3.3442
C -3.1532 -0.3668 1.3155
H -0.4364 -3.6890 2.8449
H -1.7806 -2.8044 2.6684
H -0.5033 -2.0600 3.5632
H 0.9471 -2.2424 1.4655
H -0.0630 -2.8036 -0.8227
H -1.6882 -2.8570 -0.2003
H -0.4417 -4.1063 0.1540
H 2.0304 0.2330 1.3858
H 0.1304 2.2004 2.7108
H 0.6260 2.2932 1.0770
H 1.8989 2.4365 2.2346
H 0.5652 -0.1940 4.0971
H 2.3563 0.3568 3.8827
H 1.7006 -1.2479 3.3281
H -1.8223 1.3317 1.4703
H -2.4511 -0.2254 4.0080
H -3.1653 1.1931 3.2194
H -1.6205 1.2889 3.9397
H -3.1409 -1.4758 1.3920
H -3.2020 -0.1348 0.2656
H -4.0402 0.0144 1.7674
H 0.4181 2.6216 -1.3243
Br -5.6513 0.3983 -3.8957
C -4.0437 0.5457 -3.0881
C -3.5951 1.5878 -2.3117
C -2.3048 1.5671 -1.8793
N -1.5610 0.4304 -1.9330
C -2.0307 -0.5756 -2.6112
C -3.2126 -0.5200 -3.3511
H -4.1964 2.4722 -2.0700
H -2.0054 2.3538 -1.1722
H -1.3472 -1.3992 -2.5987
H -3.5382 -1.2817 -4.0610
C 2.6524 -1.0263 -3.7241
C 1.6004 -0.3917 -2.8398
O 1.2438 -1.0141 -1.8418
O 1.3876 0.8810 -2.9672
H 3.6451 -0.3502 -3.3609
H 2.5848 -0.9330 -4.8091
H 2.8453 -2.0107 -3.4067
*
```

Summary:
Energy above the lowest of the compared OMol25 structures with the same formula, charge and spin ... 31.5 kcal per mole
HOMO level ... -14.209 eV
LUMO ... -7.03 eV
Frontier orbital gap ... 7.18 eV
E_tot ... -4317.47122 Eh

Atomic partial charges in e from the natural (NBO) method, atoms 1 to 2:
1. Zr 2.122
2. I 0.299


Which value of E_tot does entry 3 give?
-434.10102 Eh


Which of these has the highest E_tot?
C5H7N3O